A molecular structure, CHCoLiO at a distorted geometry. Source: the Open Molecules 2025 dataset; level of theory: ωB97M-V/def2-TZVPD.

```
5
Properties=species:S:1:pos:R:3:nbo_charge:R:1
Co 1.191 0.800 0.165 1.170
O -0.786 0.414 0.341 -0.862
C -0.489 -0.315 -0.708 -0.016
Li -2.283 -0.150 -0.198 0.955
H 2.367 -0.749 0.400 -0.246
```

* DFT total energy: -40920.0976 eV
* orbital gap (alpha / beta): 7.64 / 8.33 eV
* E_LUMO (alpha / beta): -5.26 / -6.29 eV
* strongest force on any atom: 3.10 eV Å⁻¹
* charge: +1
* relative energy (zero: lowest compared OMol25 entry of this formula, charge and spin): 28.1 kcal/mol
* HOMO level (alpha / beta): -12.897 / -14.616 eV
* spin multiplicity: 5